Record 1
30
Properties=species:S:1:pos:R:3:forces:R:3:mulliken_spin:R:1 method="wB97M-V/def2-TZVPD" multiplicity=2 homo_lumo_gap_ev="10.6 / 6.7" e_above_lowest_kcal_mol=1.3 energy_ha=-483.27455 total_charge=+2
C -0.035 0.104 -2.166 0.50 -0.21 0.38 0.002
C -0.130 0.191 -0.643 -1.01 0.21 0.44 0.025
C 0.583 1.452 -0.109 1.26 -0.32 -0.03 0.012
C -0.229 2.514 0.636 -0.44 -1.63 -0.03 -0.007
C -1.079 2.091 1.780 0.50 1.20 -1.27 0.378
C -1.272 0.836 2.361 -0.42 0.23 0.79 0.340
C -2.311 0.674 3.398 1.15 0.37 -0.60 0.032
N -0.550 -1.213 -2.655 0.27 -0.40 0.00 0.001
H -0.569 0.894 -2.685 -0.04 0.07 0.03 0.000
H 1.022 0.155 -2.431 -0.07 -0.03 -0.19 -0.001
H -1.178 0.220 -0.305 -0.06 0.02 -0.41 -0.007
H 0.238 -0.736 -0.198 0.40 0.13 -0.07 -0.008
H 1.074 1.896 -0.979 -0.17 0.49 0.16 -0.002
H 1.452 1.174 0.498 -0.23 -0.18 0.10 0.000
H -0.887 2.993 -0.104 -0.02 0.53 0.41 0.051
H 0.397 3.273 1.126 0.12 0.33 -0.48 0.051
H -1.595 2.973 2.153 -0.30 -0.34 0.53 0.000
H -0.666 0.009 2.016 0.01 -0.17 0.10 0.039
H -2.898 -0.193 3.092 -0.45 -0.02 0.42 0.029
H -1.846 0.459 4.376 0.06 -0.39 -0.14 0.064
H -2.818 1.624 3.533 -0.59 -0.25 -0.07 -0.002
H -0.110 -2.021 -2.139 0.09 0.07 0.21 0.000
H -1.557 -1.260 -2.535 -0.23 -0.17 -0.16 0.000
H -0.319 -1.397 -3.636 -0.23 0.30 -0.02 0.000
H 4.361 -1.867 -0.526 1.17 0.57 -0.25 0.000
H 3.607 -2.875 0.288 0.10 -0.01 -0.07 0.000
O 3.514 -2.271 -0.459 -1.33 -0.63 0.33 0.000
H 1.783 -3.239 -1.787 -0.35 -0.19 -0.23 0.000
H 1.134 -3.169 -0.492 -0.31 -0.08 0.66 0.000
O 0.883 -3.292 -1.407 0.65 0.49 -0.53 0.000

***

Record 2
37
Properties=species:S:1:pos:R:3:forces:R:3:mulliken_spin:R:1 method="wB97M-V/def2-TZVPD" multiplicity=6 homo_lumo_gap_ev="5.7 / 5.3" energy_ha=-1901.41180 total_charge=+2
Ir 0.283 -0.038 0.370 -1.85 -0.61 2.97 2.304
H -1.415 -0.470 0.054 -2.14 1.49 -0.22 0.097
H -1.424 0.393 0.049 -2.06 -1.50 -0.20 0.170
P -0.031 -2.122 -0.504 -0.48 -5.17 -0.75 0.281
P -0.049 2.065 -0.558 -1.16 5.16 -0.60 0.307
C 1.396 3.083 -0.090 0.82 -0.53 0.27 0.095
H 1.116 4.130 -0.265 -0.06 -0.22 -0.01 0.022
H 1.654 2.928 0.966 -0.09 0.13 -0.24 0.000
H 2.260 2.819 -0.712 -0.14 0.12 0.10 -0.007
C -0.423 2.667 -2.234 0.08 -0.81 -0.29 0.007
H -1.451 2.396 -2.504 0.23 0.04 -0.02 0.006
H -0.312 3.761 -2.262 -0.03 -0.31 0.21 0.009
H 0.276 2.208 -2.943 -0.19 0.17 0.01 -0.011
C -1.382 2.792 0.437 -0.17 0.10 0.30 0.061
H -1.296 2.456 1.477 -0.08 0.32 -0.29 -0.009
H -1.325 3.888 0.386 -0.08 -0.20 -0.04 0.015
H -2.346 2.464 0.039 -0.07 0.07 0.05 0.001
C -0.219 -2.673 -2.228 -0.01 0.78 -0.42 0.035
H -0.168 -3.770 -2.277 -0.01 0.28 0.28 0.013
H -1.181 -2.338 -2.637 0.24 -0.06 0.06 0.001
H 0.595 -2.244 -2.824 -0.18 -0.13 0.00 -0.006
C 1.352 -3.128 0.129 0.24 0.45 0.06 0.040
H 1.480 -2.974 1.206 -0.05 -0.13 -0.13 -0.003
H 1.119 -4.174 -0.088 0.05 0.09 0.06 0.020
H 2.271 -2.835 -0.386 -0.03 -0.16 0.04 -0.005
C -1.478 -2.835 0.349 -0.21 0.12 0.29 0.063
H -2.399 -2.386 -0.039 0.04 -0.09 0.02 0.005
H -1.498 -3.916 0.164 0.02 0.21 0.07 0.011
H -1.394 -2.612 1.421 -0.11 -0.26 -0.24 -0.001
C 2.202 -0.029 0.296 8.69 -0.06 -0.93 0.303
O 3.355 0.022 0.343 -3.31 -0.14 -0.01 0.086
H 0.201 0.271 -1.252 0.98 0.40 -3.20 0.508
O -0.298 -1.378 3.154 0.68 1.28 -0.62 0.063
Cl 0.015 0.033 3.268 -1.40 -0.79 2.76 0.001
O -1.121 0.838 2.857 1.10 -0.54 -0.47 0.061
O 0.458 0.379 4.577 0.06 -0.14 -1.70 0.131
O 1.176 0.328 2.264 0.66 0.63 2.83 0.323

***

Record 3
36
Properties=species:S:1:pos:R:3:forces:R:3:mulliken_charge:R:1 method="wB97M-V/def2-TZVPD" homo_lumo_gap_ev=8.7 e_above_lowest_kcal_mol=0.0 energy_ha=-768.47100 total_charge=+1
Rb 2.770 0.105 0.576 -0.17 -0.09 0.05 0.930
C 0.686 2.542 3.093 -0.40 0.28 0.32 -0.820
O 0.696 1.996 1.792 0.18 0.00 -0.10 -0.187
C -0.310 2.557 0.950 0.06 -0.47 -0.06 -0.692
C -0.533 1.567 -0.180 -0.16 0.19 0.33 -0.172
N -1.315 0.449 0.306 0.64 -0.10 0.06 -0.146
C -1.676 -0.502 -0.718 -0.88 -0.13 -0.54 -0.283
C -2.345 -1.751 -0.141 0.62 -0.13 -0.68 -0.655
O -3.200 -1.385 0.892 -0.13 0.10 0.21 -0.305
C -3.881 -2.483 1.448 -0.19 -0.42 0.21 -0.753
H 1.558 2.183 3.634 0.07 0.00 -0.06 0.225
H -0.215 2.241 3.644 0.07 -0.12 -0.10 0.311
H 0.683 3.638 3.077 0.21 -0.05 -0.08 0.328
H 0.026 3.531 0.586 -0.12 0.06 0.01 0.421
H -1.246 2.660 1.511 0.06 0.22 0.05 0.366
H 0.463 1.217 -0.454 -0.08 -0.05 -0.53 -0.199
H -1.007 2.056 -1.045 0.20 0.11 -0.03 0.430
H -2.140 0.810 0.766 -0.14 -0.31 0.03 0.204
H -0.814 -0.837 -1.303 0.26 0.10 0.33 -0.046
H -2.359 -0.063 -1.474 0.04 0.06 0.22 0.366
H -1.572 -2.467 0.184 -0.10 0.14 0.34 0.338
H -2.874 -2.258 -0.963 -0.14 0.04 0.10 0.377
H -4.329 -2.174 2.391 -0.05 0.15 -0.10 0.251
H -3.211 -3.322 1.672 0.12 0.14 -0.09 0.319
H -4.666 -2.857 0.781 0.02 0.09 -0.02 0.290
C 2.129 -0.673 -3.322 0.34 0.30 0.01 0.524
O 2.258 -0.619 -2.095 0.06 0.00 0.06 -0.549
N 0.916 -0.496 -3.911 0.40 -0.17 0.20 -0.293
N 3.195 -0.843 -4.159 -0.77 0.04 0.02 -0.424
H 0.782 -0.503 -4.905 -0.09 0.03 0.03 0.188
H 0.150 -0.320 -3.288 -0.15 0.01 -0.15 0.205
H 4.096 -1.052 -3.773 -0.02 -0.07 0.06 0.222
H 3.019 -1.032 -5.130 0.27 -0.03 -0.04 0.175
O 4.502 -0.634 2.885 -0.04 0.15 -0.12 -0.520
H 5.097 0.070 3.164 0.05 -0.02 0.06 0.295
H 4.666 -1.349 3.508 -0.04 -0.07 -0.01 0.280

***

Record 4
32
Properties=species:S:1:pos:R:3:forces:R:3:mulliken_spin:R:1 method="wB97M-V/def2-TZVPD" multiplicity=2 homo_lumo_gap_ev="2.7 / 8.1" e_above_lowest_kcal_mol=0.0 energy_ha=-559.67579 total_charge=-1
C -0.451 -1.895 -2.753 -1.53 2.75 -5.55 -0.073
C -0.836 -0.741 -1.879 -2.48 -0.51 0.12 0.040
C 0.304 -0.255 -1.054 1.29 0.88 -0.58 0.738
N 1.224 -1.008 1.662 -1.48 1.81 2.07 0.338
C 0.198 0.019 1.408 -0.07 -0.40 -0.82 0.986
C -0.193 0.397 0.166 0.07 -0.10 1.46 -2.173
C -1.001 1.657 -0.058 -0.21 0.46 2.52 1.094
C -0.444 0.662 2.614 1.19 0.09 2.02 0.321
H -0.036 -1.486 -3.849 -1.13 -0.90 2.37 -0.002
H 0.297 -2.551 -2.544 2.07 -1.68 1.69 -0.059
H -1.366 -2.449 -2.964 0.20 -0.25 -0.34 0.033
H -1.725 -1.205 -1.313 1.62 1.08 0.12 0.127
H -1.371 0.125 -2.396 0.96 -1.20 0.11 0.046
H 0.989 0.426 -1.678 -0.97 -0.54 0.71 -0.163
H 0.955 -1.087 -0.824 0.10 -0.38 0.15 0.494
H 0.897 -1.470 2.538 0.67 0.09 -0.95 0.059
H 1.297 -1.670 0.935 -0.14 -0.95 -0.87 -0.421
H -0.136 2.345 -0.149 -1.15 0.62 -0.78 -0.139
H -1.557 1.956 0.883 0.92 -0.32 -0.75 -0.066
H -1.853 1.692 -0.742 0.89 -0.24 -0.74 0.000
H -1.512 0.547 2.612 -0.92 0.60 -0.83 0.040
H -0.098 1.749 2.713 -0.73 -1.43 0.13 0.101
H -0.342 0.120 3.625 0.98 0.66 -1.45 -0.531
H 3.036 2.735 0.359 -0.72 -0.60 0.39 0.009
H 1.903 1.819 0.930 0.06 -1.25 0.97 0.035
O 2.080 2.546 0.370 0.36 2.26 -1.43 -0.069
H 3.211 0.094 1.189 -0.05 -0.18 0.34 0.018
H 3.560 0.522 -0.193 0.12 0.11 -0.09 -0.005
O 3.896 0.585 0.708 0.12 -0.43 -0.11 -0.094
H -3.193 -1.784 0.351 -0.35 -0.72 -0.43 -0.077
H -3.883 -0.711 -0.284 -0.50 -0.07 -0.50 -0.078
O -3.850 -1.682 -0.385 0.78 0.73 1.04 0.472

***

no.,M (g/mol)
1,150.24
2,474.86
3,296.73
4,167.25